Record 1
The following is a DFT calculation (ωB97M-V/def2-TZVPD) of a structure of composition C22H44O38S10 in a non-equilibrium geometry.

Cartesian coordinates (Å):
C (3.570, 1.874, -4.512)
C (2.858, 0.659, -5.142)
O (1.819, 0.338, -4.034)
S (2.401, 0.647, -2.639)
O (2.799, -0.514, -1.893)
O (1.524, 1.546, -1.990)
O (3.787, 1.392, -3.097)
H (3.014, 2.764, -4.492)
H (4.573, 2.041, -4.999)
H (3.524, -0.198, -5.155)
H (2.233, 0.706, -6.016)
C (-2.183, -1.104, -5.562)
C (-2.529, -2.523, -5.050)
O (-3.297, -2.238, -3.869)
S (-4.185, -0.983, -4.166)
O (-3.937, -0.091, -3.059)
O (-5.544, -1.221, -4.411)
O (-3.518, -0.522, -5.526)
H (-1.928, -1.000, -6.612)
H (-1.427, -0.534, -4.989)
H (-1.599, -3.080, -4.892)
H (-3.275, -3.020, -5.677)
C (2.199, -2.974, -3.402)
C (1.885, -4.458, -3.436)
O (1.928, -4.877, -4.827)
S (2.559, -3.711, -5.727)
O (1.474, -3.109, -6.443)
O (3.656, -4.264, -6.414)
O (3.087, -2.716, -4.595)
H (2.740, -2.747, -2.464)
H (1.464, -2.236, -3.594)
H (0.994, -4.819, -2.909)
H (2.810, -4.955, -2.920)
C (-6.338, -2.167, -0.323)
C (-4.899, -2.460, -0.734)
O (-4.234, -2.923, 0.469)
S (-4.693, -1.839, 1.550)
O (-3.957, -0.641, 1.327)
O (-4.764, -2.294, 2.874)
O (-6.153, -1.526, 1.039)
H (-7.072, -2.971, -0.249)
H (-6.775, -1.385, -0.946)
H (-4.372, -1.555, -1.034)
H (-4.768, -3.209, -1.578)
C (1.584, -1.649, 4.233)
C (2.931, -2.367, 4.481)
O (3.928, -1.602, 3.933)
S (3.472, -0.098, 3.879)
O (3.653, 0.255, 2.551)
O (4.125, 0.630, 4.893)
O (1.965, -0.212, 4.235)
H (0.846, -1.727, 4.998)
H (1.114, -1.912, 3.278)
H (3.013, -3.368, 4.124)
H (3.115, -2.463, 5.547)
C (1.689, 4.442, 4.149)
C (0.864, 5.549, 3.518)
O (0.319, 6.330, 4.586)
S (0.582, 5.568, 5.987)
O (-0.483, 4.577, 6.127)
O (0.788, 6.511, 7.003)
O (1.989, 4.900, 5.527)
H (2.675, 4.389, 3.665)
H (1.143, 3.483, 4.210)
H (0.068, 5.323, 2.829)
H (1.574, 6.186, 3.044)
C (-0.950, 3.253, -2.518)
C (-1.486, 2.209, -3.464)
O (-1.478, 2.929, -4.801)
S (-0.247, 3.826, -4.827)
O (-0.599, 5.140, -5.350)
O (0.821, 3.080, -5.388)
O (0.086, 3.952, -3.266)
H (-0.430, 2.746, -1.711)
H (-1.643, 4.048, -2.294)
H (-2.459, 1.773, -3.258)
H (-0.704, 1.350, -3.493)
C (-1.400, 0.781, 0.691)
C (0.086, 0.510, 0.670)
O (0.296, -0.800, 0.091)
S (-0.868, -1.128, -0.929)
O (-1.442, -2.409, -0.681)
O (-0.406, -0.786, -2.258)
O (-1.846, 0.036, -0.498)
H (-1.678, 1.814, 0.676)
H (-1.861, 0.289, 1.573)
H (0.539, 0.344, 1.611)
H (0.496, 1.363, 0.167)
C (4.948, -1.954, 0.587)
C (3.405, -2.034, 0.647)
O (3.125, -3.286, -0.107)
S (4.158, -4.326, 0.565)
O (4.505, -5.313, -0.374)
O (3.714, -4.744, 1.855)
O (5.386, -3.307, 0.783)
H (5.277, -1.119, 1.255)
H (5.287, -1.696, -0.482)
H (2.909, -1.249, 0.071)
H (2.983, -2.150, 1.641)
C (-2.319, 2.199, 6.294)
C (-3.631, 1.714, 5.576)
C (-3.207, 1.238, 4.229)
S (-1.401, 1.155, 4.121)
O (-0.905, 2.216, 3.286)
O (-0.951, -0.145, 3.818)
C (-1.098, 1.447, 5.832)
H (-2.549, 1.919, 7.350)
H (-2.231, 3.284, 6.200)
H (-4.416, 2.529, 5.639)
H (-3.953, 0.829, 6.127)
H (-3.505, 1.884, 3.420)
H (-3.580, 0.281, 3.945)
H (-0.167, 1.964, 5.999)
H (-1.021, 0.497, 6.303)

Computed properties:
Spin multiplicity = 1
Gap between HOMO and LUMO = 11.2 eV
E_LUMO = 0.08 eV
Electronic energy = -7705.41309 Ha
ΔE to the lowest compared entry with this formula, charge and spin = 0.0 kJ/mol

***

Record 2
The following is a DFT calculation (ωB97M-V/def2-TZVPD) of a structure of composition C7H19BrMnNO7S in a non-equilibrium geometry.

Cartesian coordinates (Å):
Mn (-0.419, -0.849, 1.446)
Br (-2.316, 0.357, 2.622)
S (0.142, -3.476, 1.346)
O (0.942, -4.023, 2.397)
O (-1.051, -2.748, 1.775)
O (0.827, -2.304, 0.863)
O (-0.132, -4.375, 0.265)
C (-2.923, -1.538, -0.616)
O (-1.545, -1.275, -0.409)
C (-1.015, -0.536, -1.514)
C (0.406, -0.142, -1.095)
N (0.434, 0.669, 0.143)
C (-0.026, 2.068, -0.113)
C (0.782, 2.777, -1.207)
O (0.217, 2.324, -2.428)
C (0.873, 2.922, -3.592)
H (-3.173, -2.357, 0.058)
H (-3.212, -1.990, -1.565)
H (-3.559, -0.703, -0.324)
H (-1.789, 0.216, -1.668)
H (-0.924, -1.173, -2.394)
H (0.926, 0.322, -1.933)
H (1.016, -1.023, -0.892)
H (1.415, 0.810, 0.341)
H (0.034, 2.681, 0.786)
H (-1.070, 2.053, -0.426)
H (1.809, 2.414, -1.186)
H (0.637, 3.857, -1.167)
H (0.669, 2.311, -4.471)
H (1.949, 2.809, -3.456)
H (0.529, 3.955, -3.646)
C (1.535, -0.768, 4.046)
O (1.177, -0.227, 2.742)
H (0.607, -1.045, 4.547)
H (1.980, -1.748, 3.877)
H (2.275, -0.201, 4.609)
H (1.971, -0.042, 2.236)

Computed properties:
Charge = -1
Spin multiplicity = 6
Gap between HOMO and LUMO (spin up / spin down) = 5.7 / 6.9 eV
E_LUMO (spin up / spin down) = 2.29 / 2.28 eV
Electronic energy = -4982.84384 Ha
ΔE to the lowest compared entry with this formula, charge and spin = 227.0 kJ/mol

***

Record 3
The following is a DFT calculation (ωB97M-V/def2-TZVPD) of the ion C5H12NO2 with charge -1 in a non-equilibrium geometry.

Cartesian coordinates (Å):
C (-1.869, 1.592, 0.899)
N (-1.378, 0.226, 0.670)
C (-0.195, 0.164, -0.210)
C (-0.049, -1.259, -0.712)
C (0.842, -1.403, -1.956)
O (0.486, -2.102, 0.367)
C (1.128, 0.762, 0.401)
O (1.092, 2.053, 0.675)
H (-2.534, 1.873, 0.088)
H (-2.462, 1.609, 1.819)
H (-1.055, 2.300, 1.026)
H (-1.054, -0.147, 1.555)
H (-0.399, 0.790, -1.082)
H (-1.013, -1.695, -0.948)
H (1.877, -1.526, -1.653)
H (0.523, -2.284, -2.525)
H (0.754, -0.512, -2.563)
H (0.788, -2.932, -0.026)
H (1.895, 0.410, -0.355)
H (1.366, 0.057, 1.234)

Computed properties:
Charge = -1
Spin multiplicity = 1
Gap between HOMO and LUMO = 5.8 eV
E_LUMO = 3.63 eV
Electronic energy = -402.90917 Ha
ΔE to the lowest compared entry with this formula, charge and spin = 315.8 kJ/mol

***

Record 4
The following is a DFT calculation (ωB97M-V/def2-TZVPD) of a structure of composition C14H15Cl2IN2O2Pb in a non-equilibrium geometry.

Cartesian coordinates (Å):
C (-1.847, 3.040, 0.672)
C (-1.316, 3.293, -0.769)
H (-2.918, 2.720, 0.642)
H (-1.659, 4.153, 0.736)
H (-1.418, 2.613, 1.657)
H (-1.012, 2.710, -1.773)
H (-2.345, 3.673, -1.017)
H (-0.485, 4.038, -0.647)
C (-1.318, -1.225, 2.372)
C (-1.360, -2.454, 3.010)
C (-0.850, -3.573, 2.324)
C (-0.354, -3.432, 1.017)
H (-1.725, -0.304, 2.828)
H (-1.752, -2.520, 4.018)
H (-0.880, -4.546, 2.802)
H (0.046, -4.293, 0.501)
N (-0.770, -1.149, 1.146)
C (-0.311, -2.195, 0.393)
C (0.193, -2.006, -0.989)
N (0.166, -0.801, -1.624)
C (0.587, -0.499, -2.865)
C (1.272, -2.789, -3.034)
C (1.170, -1.510, -3.604)
H (0.461, 0.536, -3.238)
H (1.547, -1.287, -4.590)
C (0.790, -3.019, -1.726)
H (0.908, -3.979, -1.281)
H (1.729, -3.590, -3.597)
Pb (-0.683, 0.581, -0.187)
I (-3.742, 0.187, -1.137)
Cl (3.364, 1.351, 2.532)
C (3.154, 2.669, 1.359)
Cl (4.049, 2.535, -0.157)
C (1.656, 2.558, 0.924)
O (0.894, 3.515, 0.994)
O (1.449, 1.348, 0.478)
H (3.310, 3.650, 1.829)

Computed properties:
Charge = +2
Spin multiplicity = 1
Gap between HOMO and LUMO (spin up / spin down) = 4.8 / 4.7 eV
E_LUMO (spin up / spin down) = -10.68 / -10.70 eV
Electronic energy = -2212.66689 Ha

***

Record 5
The following is a DFT calculation (ωB97M-V/def2-TZVPD) of a structure of composition C55H48N12O5PW in a non-equilibrium geometry.

Cartesian coordinates (Å):
W (0.117, 0.745, -0.360)
C (3.872, -2.539, 2.213)
N (3.369, -1.440, 1.383)
C (2.091, -1.204, 1.039)
N (2.012, -0.106, 0.294)
C (3.307, 0.366, 0.124)
C (4.158, -0.455, 0.824)
C (5.608, -0.391, 1.082)
C (6.131, 0.677, 1.808)
C (7.496, 0.759, 2.035)
C (8.342, -0.222, 1.535)
C (7.825, -1.295, 0.822)
C (6.459, -1.384, 0.599)
C (3.589, 1.489, -0.782)
C (4.873, 1.944, -1.086)
C (5.049, 2.994, -1.977)
C (3.963, 3.611, -2.583)
C (2.674, 3.169, -2.308)
C (2.537, 2.119, -1.425)
P (0.683, -2.252, 1.481)
C (-0.125, -2.303, -0.147)
N (-0.367, -1.251, -0.923)
C (-1.029, -1.719, -2.036)
C (-1.171, -3.076, -1.932)
N (-0.602, -3.417, -0.720)
C (-0.589, -4.777, -0.171)
C (-1.675, -4.109, -2.860)
C (-0.855, -4.563, -3.890)
C (-1.319, -5.536, -4.765)
C (-2.597, -6.057, -4.610)
C (-3.414, -5.609, -3.580)
C (-2.955, -4.637, -2.703)
C (-1.303, -0.887, -3.256)
C (-1.066, 0.586, -3.334)
C (-1.814, 1.494, -4.107)
C (-2.822, 0.989, -4.868)
C (-3.103, -0.419, -4.878)
C (-2.416, -1.307, -4.126)
C (-0.396, -0.989, 2.172)
N (-0.716, 0.205, 1.656)
C (-1.632, 0.761, 2.563)
C (-1.819, -0.112, 3.600)
N (-1.040, -1.211, 3.330)
C (-0.985, -2.433, 4.140)
C (-2.631, 0.056, 4.816)
C (-2.071, -0.131, 6.080)
C (-2.837, 0.079, 7.216)
C (-4.164, 0.470, 7.095)
C (-4.722, 0.665, 5.839)
C (-3.958, 0.462, 4.702)
C (-2.138, 2.144, 2.543)
C (-1.729, 2.917, 3.694)
C (-2.293, 4.063, 4.136)
C (-3.273, 4.873, 3.480)
C (-2.744, 4.094, 1.130)
C (-2.853, 2.626, 1.505)
H (3.077, -2.897, 2.860)
H (4.695, -2.167, 2.817)
H (4.229, -3.354, 1.587)
H (5.466, 1.440, 2.196)
H (7.899, 1.586, 2.603)
H (9.408, -0.151, 1.704)
H (8.485, -2.060, 0.438)
H (6.058, -2.215, 0.031)
H (5.739, 1.480, -0.637)
H (6.051, 3.338, -2.193)
H (4.115, 4.436, -3.266)
H (1.802, 3.640, -2.745)
H (1.515, 1.785, -1.233)
H (-0.401, -5.479, -0.979)
H (-1.551, -5.000, 0.284)
H (0.199, -4.857, 0.572)
H (0.148, -4.164, -3.997)
H (-0.682, -5.895, -5.562)
H (-2.956, -6.818, -5.290)
H (-4.408, -6.018, -3.458)
H (-3.593, -4.280, -1.902)
H (0.850, 1.363, -3.173)
H (-1.566, 2.543, -4.061)
H (-3.428, 1.653, -5.470)
H (-3.927, -0.776, -5.482)
H (-2.735, -2.339, -4.090)
H (-1.822, -2.416, 4.831)
H (-0.056, -2.479, 4.704)
H (-1.069, -3.306, 3.498)
H (-1.027, -0.406, 6.181)
H (-2.397, -0.055, 8.195)
H (-4.763, 0.626, 7.982)
H (-5.754, 0.976, 5.747)
H (-4.391, 0.620, 3.721)
H (-0.994, 2.455, 4.344)
H (-2.023, 4.417, 5.125)
H (-4.567, 6.242, 3.812)
H (-3.218, 4.244, 0.158)
H (-3.301, 1.957, 0.783)
O (-4.474, 5.749, 1.726)
C (-3.472, 4.923, 2.144)
O (-3.963, 5.687, 4.323)
C (-1.242, 4.225, 0.976)
C (-0.269, 4.592, 1.874)
N (0.835, 3.855, 1.614)
N (0.662, 3.037, 0.555)
C (-0.578, 3.293, 0.160)
C (-1.001, 2.658, -1.144)
O (-0.680, 3.222, -2.183)
O (-1.714, 1.534, -1.031)
H (-4.365, 6.005, 0.804)
H (-0.279, 5.322, 2.666)
H (1.734, 3.918, 2.058)
O (-3.077, -0.914, 0.232)
H (-3.533, -0.832, -0.613)
H (-3.727, -0.613, 0.879)
N (-0.285, -1.894, -6.330)
C (0.834, -1.304, -5.911)
N (1.950, -1.433, -6.618)
N (0.956, -0.584, -4.782)
C (0.110, -0.431, -3.812)
N (0.280, 0.610, -2.780)
H (-0.327, -2.326, -7.240)
H (-1.165, -1.676, -5.890)
H (1.970, -1.859, -7.531)
H (2.778, -0.961, -6.292)

Computed properties:
Charge = +3
Spin multiplicity = 3
Gap between HOMO and LUMO (spin up / spin down) = 5.7 / 4.4 eV
E_LUMO (spin up / spin down) = -7.78 / -9.09 eV
Electronic energy = -3565.49567 Ha
ΔE to the lowest compared entry with this formula, charge and spin = 840.1 kJ/mol

***

Record 6
The following is a DFT calculation (ωB97M-V/def2-TZVPD) of a structure of composition C6H14ClMnORu in a non-equilibrium geometry.

Cartesian coordinates (Å):
Ru (0.542, 0.106, -2.546)
Cl (1.601, -1.743, -1.632)
C (2.203, 1.167, -2.950)
C (-0.454, -0.886, -3.971)
H (2.092, 1.525, -3.988)
H (2.249, 2.013, -2.254)
H (3.078, 0.508, -2.853)
H (-0.344, -0.301, -4.902)
H (-1.509, -0.924, -3.669)
H (-0.034, -1.896, -4.092)
Mn (0.235, -0.388, -0.032)
C (-1.473, -0.782, 0.836)
C (-0.593, 1.025, -1.345)
H (-2.250, -0.249, 0.257)
H (-1.544, -1.893, 0.783)
H (-1.460, -0.502, 1.909)
H (-1.692, 0.821, -1.379)
H (-0.362, 2.093, -1.102)
C (1.543, 0.123, 2.605)
C (1.139, -0.950, 1.640)
O (1.260, -2.166, 1.688)
H (1.165, 1.121, 2.336)
H (2.636, 0.128, 2.674)
H (1.177, -0.139, 3.603)

Computed properties:
Spin multiplicity = 9
Gap between HOMO and LUMO (spin up / spin down) = 6.4 / 6.6 eV
E_LUMO (spin up / spin down) = -0.52 / -1.62 eV
Electronic energy = -2018.04432 Ha
ΔE to the lowest compared entry with this formula, charge and spin = 0.0 kJ/mol

***

Record 7
The following is a DFT calculation (ωB97M-V/def2-TZVPD) of an isolated molecule of C7H12OSSe2 in a non-equilibrium geometry.

Cartesian coordinates (Å):
C (0.619, 3.437, 1.746)
C (0.501, -2.661, -2.100)
C (1.500, -1.723, -1.362)
C (-1.655, -1.244, -0.828)
C (-0.273, 2.314, 1.192)
C (-0.444, -0.433, 0.009)
C (-0.480, 0.955, 1.862)
O (-1.151, 0.101, 1.096)
S (1.212, 2.631, 0.217)
Se (-1.125, -1.707, -2.660)
Se (0.993, -1.691, 0.562)
H (0.244, 4.415, 1.586)
H (1.043, 3.176, 2.639)
H (0.907, -3.108, -3.035)
H (0.064, -3.559, -1.530)
H (2.568, -2.062, -1.496)
H (1.351, -0.604, -1.639)
H (-1.707, -2.198, -0.503)
H (-2.602, -0.534, -0.741)
H (-1.146, 2.745, 0.721)
H (0.041, 0.298, -0.652)
H (-1.017, 1.026, 2.851)
H (0.556, 0.426, 2.068)

Computed properties:
Spin multiplicity = 1
Gap between HOMO and LUMO = 8.9 eV
E_LUMO = 0.63 eV
Electronic energy = -5550.09484 Ha

***

Record 8
The following is a DFT calculation (ωB97M-V/def2-TZVPD) of an isolated molecule of C17H20N6O2S in a non-equilibrium geometry.

Cartesian coordinates (Å):
C (4.481, 0.117, -4.445)
H (4.173, 0.325, -3.425)
H (5.526, 0.394, -4.557)
H (3.890, 0.730, -5.122)
C (4.297, -1.365, -4.757)
C (5.146, -2.226, -3.828)
H (4.877, -2.039, -2.792)
H (5.004, -3.284, -4.043)
H (6.199, -1.990, -3.958)
H (4.622, -1.544, -5.789)
C (2.817, -1.775, -4.699)
C (2.192, -1.697, -3.357)
N (2.635, -1.095, -2.322)
N (1.868, -1.168, -1.244)
C (0.787, -1.845, -1.424)
N (-0.186, -2.091, -0.502)
C (-0.290, -1.665, 0.805)
O (-1.248, -2.037, 1.450)
C (0.808, -0.780, 1.313)
H (0.869, 0.108, 0.679)
H (1.752, -1.312, 1.177)
C (0.633, -0.381, 2.783)
H (1.592, -0.036, 3.169)
C (-0.359, 0.769, 2.953)
O (0.009, 1.911, 3.132)
N (-1.650, 0.363, 2.880)
C (-2.815, 1.128, 2.964)
C (-2.803, 2.470, 3.292)
C (-4.037, 3.111, 3.352)
N (-4.369, 4.394, 3.641)
N (-5.695, 4.591, 3.589)
C (-6.245, 3.448, 3.267)
C (-5.260, 2.442, 3.096)
C (-5.241, 1.084, 2.766)
C (-4.028, 0.450, 2.706)
H (-3.979, -0.600, 2.452)
H (-6.159, 0.553, 2.566)
H (-7.309, 3.365, 3.166)
H (-3.756, 5.156, 3.875)
H (-1.881, 2.989, 3.487)
H (-1.799, -0.616, 2.649)
H (0.303, -1.245, 3.362)
H (-0.952, -2.680, -0.809)
S (0.632, -2.489, -3.060)
H (2.240, -1.134, -5.374)
H (2.708, -2.801, -5.062)

Computed properties:
Spin multiplicity = 1
Gap between HOMO and LUMO = 8.2 eV
E_LUMO = 0.21 eV
Electronic energy = -1537.04710 Ha
ΔE to the lowest compared entry with this formula, charge and spin = 1.3 kJ/mol

***

spin multiplicity of number 8 (C17H20N6O2S)? 1

***

Number 8 is which compound? C17H20N6O2S

***

Look up the spin multiplicity of the sixth one. 9

***

The highest electronic energy belongs to which entry? C5H12NO2